A molecular structure, C41H27Br4ClN2O4PSn, computed with ωB97M-V/def2-TZVPD.

For the orbital gap, the calculation gives 4.78 eV. Its energy above the lowest of the compared OMol25 structures with the same formula, charge and spin is 6.2 kcal/mol.

The geometry in ORCA input format:
```
! wB97M-V def2-TZVPD RIJCOSX def2/J DEFGRID3
* xyz 1 1
Sn -0.22 -0.43 0.22
C 1.16 2.14 2.28
O -0.06 1.47 1.92
C -1.20 2.22 1.77
C -1.24 3.60 1.86
C -2.45 4.25 1.71
C -3.62 3.54 1.47
C -3.58 2.16 1.37
C -2.37 1.50 1.52
N -2.21 0.10 1.38
N -3.22 -0.61 1.62
C -3.09 -1.99 1.54
C -1.87 -2.66 1.51
O -0.68 -2.09 1.40
C -1.87 -4.08 1.64
C -3.03 -4.78 1.75
C -4.29 -4.13 1.75
C -5.49 -4.86 1.85
C -6.70 -4.22 1.88
C -6.74 -2.82 1.80
C -5.59 -2.08 1.69
C -4.33 -2.72 1.66
H 1.01 2.71 3.20
H 1.49 2.79 1.47
H 1.89 1.36 2.44
H -0.34 4.17 2.05
H -2.48 5.33 1.78
H -4.56 4.07 1.34
H -4.47 1.59 1.17
H -0.91 -4.58 1.65
H -3.00 -5.86 1.83
H -5.44 -5.94 1.92
H -7.62 -4.78 1.96
H -7.69 -2.31 1.82
H -5.64 -1.00 1.63
Cl -0.51 2.25 -2.22
C 0.59 2.21 -3.58
C 0.24 2.94 -4.71
C 1.11 2.98 -5.79
C 2.32 2.30 -5.72
C 2.65 1.58 -4.58
C 1.79 1.52 -3.49
P 2.17 0.56 -1.98
C 2.97 1.81 -0.91
C 2.82 3.18 -1.12
C 3.39 4.09 -0.23
C 4.13 3.64 0.85
C 4.28 2.28 1.07
C 3.69 1.37 0.20
C 3.56 -0.50 -2.52
C 3.22 -1.73 -3.09
C 4.21 -2.59 -3.54
C 5.54 -2.25 -3.40
C 5.89 -1.04 -2.83
C 4.90 -0.16 -2.39
H -0.71 3.47 -4.74
H 0.84 3.54 -6.67
H 3.01 2.33 -6.56
H 3.59 1.05 -4.55
H 2.27 3.55 -1.97
H 3.27 5.15 -0.41
H 4.59 4.35 1.53
H 4.86 1.92 1.91
H 3.81 0.31 0.38
H 2.18 -2.00 -3.19
H 3.93 -3.54 -3.99
H 6.31 -2.93 -3.75
H 6.93 -0.76 -2.73
H 5.19 0.79 -1.96
Br 3.55 -5.63 3.24
C 2.74 -4.59 1.92
C 2.23 -5.26 0.70
Br 2.44 -7.11 0.54
C 1.61 -4.58 -0.29
Br 0.92 -5.34 -1.84
C 1.44 -3.14 -0.16
O 0.88 -2.44 -0.97
C 2.01 -2.44 1.08
O 1.92 -1.23 1.14
C 2.63 -3.26 2.11
Br 3.23 -2.34 3.62
*
```


C7H6 in the gas phase in a non-equilibrium geometry, computed with ωB97M-V/def2-TZVPD.

For the orbital gap, the calculation gives 8.70 eV. Its structure (SMILES) is C#CC1=CC=CC1. Its energy above the lowest of the compared OMol25 structures with the same formula, charge and spin is 38.7 kcal/mol.

The geometry in ORCA input format:
```
! wB97M-V def2-TZVPD RIJCOSX def2/J DEFGRID3
* xyz 0 1
C -0.71 2.82 -0.29
C -0.64 1.56 -0.34
C -0.32 0.27 -0.16
C -0.03 -0.65 -1.14
C 0.56 -1.86 -0.41
C 0.72 -1.62 0.86
C 0.23 -0.28 1.21
H -0.97 3.93 -0.21
H 0.30 -0.52 -2.28
H 0.61 -2.91 -0.82
H 0.93 -2.35 1.52
H -0.73 -0.09 1.90
H 0.97 0.48 1.46
*
```


C22H34N2O2 in the gas phase, computed with ωB97M-V/def2-TZVPD.

For the orbital gap, the calculation gives 10.00 eV. Its structure (SMILES) is CCCCC[C@H]1CN(CCCC)C(=O)[C@@H]1CC(=O)NCc1ccccc1. Its energy above the lowest of the compared OMol25 structures with the same formula, charge and spin is 3.6 kcal/mol.

The geometry in ORCA input format:
```
! wB97M-V def2-TZVPD RIJCOSX def2/J DEFGRID3
* xyz 0 1
C 3.42 -4.64 3.25
C 3.75 -3.15 3.35
C 3.54 -2.44 2.01
C 3.88 -0.95 2.11
C 3.72 -0.22 0.78
C 2.26 -0.03 0.36
C 1.48 0.93 1.27
N 0.56 1.60 0.38
C -0.50 2.45 0.87
C -1.60 1.66 1.59
C -2.80 2.53 1.95
C -2.48 3.57 3.02
C 0.85 1.45 -0.92
O 0.23 1.94 -1.85
C 2.11 0.60 -1.03
C 2.02 -0.42 -2.17
C 0.77 -1.28 -2.04
O 0.76 -2.33 -1.44
N -0.30 -0.76 -2.67
C -1.61 -1.39 -2.62
C -2.62 -0.57 -1.86
C -2.91 0.73 -2.28
C -3.87 1.48 -1.61
C -4.55 0.94 -0.53
C -4.25 -0.35 -0.11
C -3.29 -1.09 -0.76
H 2.39 -4.78 2.94
H 4.07 -5.12 2.52
H 3.57 -5.13 4.21
H 3.11 -2.69 4.11
H 4.78 -3.03 3.67
H 2.51 -2.57 1.70
H 4.18 -2.91 1.26
H 3.26 -0.48 2.87
H 4.92 -0.85 2.43
H 4.23 -0.78 0.00
H 4.19 0.77 0.85
H 1.76 -1.00 0.35
H 0.94 0.41 2.06
H 2.15 1.67 1.74
H -0.92 2.95 0.00
H -0.07 3.20 1.54
H -1.19 1.21 2.50
H -1.93 0.85 0.93
H -3.16 3.02 1.05
H -3.59 1.88 2.32
H -3.39 4.10 3.31
H -1.77 4.30 2.65
H -2.07 3.10 3.91
H 2.94 1.28 -1.23
H 2.01 0.11 -3.13
H 2.89 -1.07 -2.14
H -0.27 0.20 -2.97
H -1.96 -1.55 -3.64
H -1.47 -2.36 -2.14
H -2.40 1.15 -3.13
H -4.09 2.48 -1.95
H -5.31 1.52 -0.02
H -4.77 -0.77 0.74
H -3.05 -2.09 -0.43
*
```


Q: Which highest occupied orbital energy values were calculated for the entries above? A: -10.08, -8.33, -9.17, in eV.